{
  "formula": "C31H58BF10N2O11S",
  "method": "the ωB97M-V functional and the def2-TZVPD basis",
  "elements": ["H", "H", "H", "H", "H", "H", "C", "H", "H", "F", "C", "F", "N", "C", "H", "H", "F", "H", "H", "H", "N", "O", "H", "H", "O", "H", "O", "F", "C", "H", "C", "F", "C", "C", "C", "C", "C", "H", "H", "H", "C", "O", "H", "H", "C", "H", "H", "S", "C", "H", "H", "F", "H", "C", "H", "H", "H", "F", "C", "F", "C", "C", "H", "H", "H", "H", "H", "H", "O", "H", "H", "C", "H", "H", "H", "H", "H", "F", "H", "C", "B", "C", "C", "C", "H", "O", "H", "O", "H", "H", "H", "C", "F", "O", "H", "C", "O", "C", "C", "H", "C", "H", "C", "H", "H", "C", "C", "H", "H", "C", "H", "O", "H", "O"],
  "positions_angstrom": [[3.1982, 5.4988, 8.2380], [2.7112, -1.3477, -4.1150], [2.3850, 0.0471, 3.1792], [-3.3649, 1.1861, -0.8041], [-4.3392, -0.0894, -1.4246], [-2.7327, -6.2418, -2.3469], [-2.8483, -6.0395, -8.4555], [0.4444, -2.7722, 0.6798], [-1.4174, 4.5538, -0.8063], [-1.8153, 3.1278, 2.6227], [-2.2979, -5.4658, -2.9786], [2.5842, 3.5930, -2.1112], [0.4677, -1.0519, -0.4646], [4.7344, -4.8339, -2.4644], [-3.4556, -5.8974, -6.3879], [-1.6522, -1.4692, 2.4146], [-3.2521, 1.5771, 4.5939], [5.7151, -4.4346, -2.7326], [3.0736, 0.6946, -3.4305], [1.2839, -2.1410, 2.6458], [0.2849, 0.2881, -0.2160], [1.4990, 5.1078, -0.6697], [3.1870, 1.6394, -1.2663], [1.9376, 7.2112, 6.0288], [0.0599, 4.7967, 1.8201], [2.0493, -2.3085, 0.2849], [-1.0624, 5.0909, -0.0871], [-4.3464, 1.0656, 1.4190], [1.2371, -1.2903, 1.9673], [-3.3591, -6.9841, -8.6445], [-2.9396, -4.1201, -2.7122], [-4.1276, -1.2633, 2.7686], [-3.3212, 0.1483, -1.1272], [-1.1306, 1.8825, 0.8122], [3.1932, -0.4125, -1.1829], [3.8657, -4.9985, -3.6982], [-3.4960, 1.6781, 2.2437], [4.5871, -0.7417, 2.6817], [-1.7060, 0.7634, -2.3467], [1.4780, -2.1336, -3.1781], [2.4147, 0.8981, -1.4241], [-1.8542, -4.6404, -6.7340], [-3.4840, -5.2241, -8.8087], [3.1547, 8.2972, 7.8579], [3.7433, -1.3656, 2.3959], [2.6610, 0.2966, 1.4640], [-1.8875, -6.6809, -6.6391], [2.0946, 3.8328, -0.6660], [-3.1265, 0.8116, 3.5082], [-3.1083, 0.2205, -3.2233], [-2.8897, 5.7329, 5.4883], [-5.2882, 0.0996, 3.9891], [1.8128, 1.9150, -3.3047], [1.1830, 1.1941, -0.5986], [-2.4291, -5.7518, -4.0236], [-1.2245, -5.4205, -2.7909], [2.8819, -5.3777, -3.4258], [-4.2418, 2.6839, 2.7607], [-2.3195, 2.4643, 1.5754], [-2.9299, 3.3268, 0.7406], [2.7076, 6.4027, 7.8804], [-2.5348, -5.8753, -6.9813], [1.7806, 6.5380, 8.4483], [3.6158, -0.5099, -0.1922], [3.3363, 6.1672, 5.8308], [0.3865, -0.6996, 2.2990], [2.6467, -1.2885, -1.4942], [-2.1807, 4.4629, 4.5070], [3.1850, 3.6287, 0.2033], [1.7512, 5.4548, 6.1867], [-2.4909, -3.3796, -4.4559], [-1.9437, 5.2872, 5.1800], [3.5972, -2.1139, 3.1710], [-0.0779, -1.4685, -1.1999], [-2.0343, -1.0166, -2.4559], [3.9701, -1.8800, 1.4629], [-1.9310, -6.0123, -9.0437], [-3.6554, -0.9989, 4.8707], [4.8765, -5.7871, -1.9538], [1.0799, -1.8964, 0.5629], [-1.8871, -0.6241, 0.6496], [-0.1788, 2.8490, 0.4421], [-4.0770, -0.3925, 3.7667], [2.1209, 0.9309, -2.9675], [-4.0158, -4.1581, -2.9077], [-2.3507, -3.1141, -3.5399], [1.1102, -1.7753, -4.8559], [3.5833, 7.4905, 8.1574], [4.0453, -0.3702, -1.8610], [-2.1195, 3.0866, 6.5182], [4.2768, -4.1274, -1.7685], [0.9429, 2.5262, -0.2599], [-1.8168, 0.4532, 3.4937], [3.6641, -3.7492, -4.3592], [4.3237, -5.7030, -4.3984], [1.6384, -1.4131, -3.9832], [-3.0058, -0.7901, -0.0797], [2.5144, -0.4670, 2.2270], [-0.3757, 4.3484, 0.7860], [-2.4307, -3.9291, -7.0298], [-1.1762, 4.7847, 6.3885], [0.2244, -0.2046, -2.8111], [-2.4627, -0.0224, -2.3858], [-0.2276, 4.3307, 6.0820], [-0.9588, 5.6063, 7.0689], [1.0640, -0.0644, -3.4759], [2.4120, 6.2972, 6.3948], [-2.7909, -3.8198, -1.6743], [-1.3663, 6.0322, 4.6294], [-0.8693, 0.6180, 0.4296], [0.6397, 0.4045, -4.3664], [-1.6037, -1.6792, 1.4772], [4.5286, -3.4141, -4.6158], [-1.9348, 3.8188, 7.1124]],
  "forces_ev_per_a": [[0.067, 0.060, 0.067], [0.046, -0.088, -0.415], [-0.145, 0.229, -0.044], [0.290, -0.015, 0.335], [-0.161, -0.107, 0.319], [-0.005, -0.009, -0.021], [0.061, 0.025, -0.020], [-0.236, 0.076, -0.142], [-0.035, 0.100, -0.103], [0.201, 0.275, 0.242], [0.025, -0.089, 0.063], [-0.328, -0.241, -0.261], [0.881, -0.525, 0.162], [-0.054, 0.045, 0.017], [-0.003, -0.163, -0.007], [0.353, -0.261, 0.077], [-0.067, 0.213, 0.162], [0.032, -0.089, -0.010], [0.102, 0.173, -0.148], [-0.125, -0.094, 0.064], [-0.588, -0.054, -0.060], [-0.776, -0.065, -0.649], [-0.365, 0.421, 0.439], [-0.088, -0.038, 0.024], [-0.411, -0.849, -1.592], [0.144, 0.371, -0.454], [-0.018, -0.412, 0.311], [0.656, -0.617, -0.478], [0.533, 0.436, -0.015], [-0.021, 0.019, -0.010], [0.052, -0.167, -0.368], [0.192, 0.003, -0.012], [-0.998, -0.813, -1.039], [0.436, 1.164, 0.062], [0.200, 0.133, -0.417], [0.327, 0.153, -0.043], [-1.064, 0.751, 1.012], [0.230, -0.150, -0.075], [0.410, -0.224, -0.289], [0.183, -0.395, -0.233], [0.480, -1.488, -0.845], [0.042, -0.045, 0.336], [-0.080, -0.055, 0.024], [0.012, 0.046, 0.015], [-0.092, 0.568, -0.450], [0.146, 0.098, 0.002], [0.104, 0.124, 0.094], [1.248, 1.323, 1.502], [-0.007, 0.389, 0.237], [0.177, -0.299, -0.345], [0.037, 0.047, 0.051], [-0.092, -0.029, -0.181], [0.121, 0.159, 0.190], [1.847, 0.504, -0.781], [-0.058, -0.023, 0.015], [-0.006, 0.011, 0.050], [-0.056, 0.068, -0.092], [0.075, 0.243, -0.009], [-0.242, -1.177, -0.030], [-0.175, 0.279, -0.252], [-0.128, 0.356, -0.144], [-0.242, 0.242, -0.227], [-0.036, -0.173, -0.010], [-0.207, -0.065, 0.207], [0.013, -0.051, 0.033], [-0.156, -0.058, -0.239], [-0.118, -0.179, 0.204], [0.056, 0.004, -0.031], [0.648, -0.789, 0.048], [-0.009, 0.023, -0.025], [0.211, -0.073, -0.040], [-0.004, 0.120, 0.055], [-0.127, -0.008, 0.072], [-0.162, 0.260, -0.067], [-0.133, -0.106, -0.301], [0.218, -0.121, 0.016], [0.019, -0.060, 0.029], [0.112, -0.237, -0.082], [0.034, 0.012, 0.002], [-0.293, -0.615, 0.998], [-0.200, -1.496, -0.272], [-0.518, 2.041, 0.171], [-0.090, 0.152, 0.330], [-0.982, -0.235, 0.560], [-0.021, -0.047, 0.144], [-0.056, 0.230, 0.233], [0.168, -0.041, -0.188], [0.117, -0.196, 0.048], [0.117, 0.122, 0.035], [-0.035, -0.025, -0.007], [-0.045, -0.045, 0.011], [-0.231, -0.376, -0.890], [-0.013, -0.607, -0.648], [-0.143, -0.029, 0.123], [-0.061, -0.118, 0.076], [-0.630, 0.283, 1.624], [0.756, 1.274, -0.400], [-0.215, -0.723, 0.504], [0.167, 0.973, 1.608], [0.028, -0.009, -0.173], [-0.193, -0.302, -0.261], [-0.078, 0.027, 0.233], [-0.119, 1.090, 1.071], [0.065, 0.150, -0.026], [-0.021, -0.094, 0.121], [0.671, 0.013, -1.585], [0.075, -0.011, -0.018], [0.004, 0.136, -0.035], [-0.009, -0.040, -0.043], [-1.215, -1.328, 0.589], [-0.174, 0.182, 0.097], [-0.309, 0.506, 0.360], [0.021, -0.030, -0.071], [0.057, 0.166, 0.195]],
  "molar_mass_g_mol": 867.67,
  "e_tot_ev": -97268.7989,
  "charge": 1,
  "e_homo_ev": -11.417,
  "homo_lumo_gap_ev": 6.7
}

=====

{
  "formula": "C31H58Cl24F7NO6PS",
  "method": "the ωB97M-V functional and the def2-TZVPD basis",
  "elements": ["C", "H", "C", "Cl", "H", "Cl", "Cl", "Cl", "H", "H", "S", "C", "H", "H", "H", "H", "Cl", "H", "F", "H", "H", "O", "O", "H", "H", "H", "Cl", "C", "C", "Cl", "Cl", "N", "C", "H", "H", "H", "C", "H", "Cl", "C", "Cl", "C", "H", "H", "H", "H", "O", "H", "C", "H", "O", "C", "H", "Cl", "C", "H", "H", "H", "H", "Cl", "C", "H", "C", "Cl", "Cl", "H", "Cl", "F", "Cl", "C", "F", "C", "H", "C", "H", "C", "H", "H", "H", "H", "F", "H", "Cl", "C", "H", "Cl", "Cl", "H", "H", "F", "C", "C", "H", "P", "C", "H", "C", "C", "Cl", "C", "H", "C", "H", "C", "H", "H", "H", "H", "H", "O", "C", "H", "H", "H", "H", "Cl", "Cl", "H", "Cl", "H", "Cl", "F", "C", "H", "O", "C", "C", "H", "F"],
  "positions_angstrom": [[-2.8464, -5.2078, 6.3460], [-9.7029, -4.8086, -2.4076], [-2.3052, 4.4082, -3.5496], [-0.8299, 6.2248, 0.0165], [-3.1757, 0.1899, -5.0488], [-2.9052, -5.0022, 3.6159], [-0.6986, 9.5493, -0.7567], [-4.3059, 0.4587, -0.9348], [-3.4014, -5.2379, 1.1103], [-1.7024, 5.1673, -2.9327], [0.4791, 2.7979, -2.9549], [-1.3343, -0.6973, -4.1958], [1.0108, -3.0767, 6.7975], [0.5183, 7.0925, -1.7120], [-3.9329, -1.3358, 1.2946], [-4.5601, -7.4601, 1.5196], [-1.2669, -1.2911, 6.6269], [-2.5705, 0.8222, -2.9768], [2.0713, 2.2342, -0.3170], [4.6219, -1.9068, 4.8386], [-7.5722, -5.8204, -1.7892], [0.6042, 3.3145, -4.3858], [-1.7569, 2.1517, 0.5121], [0.9452, -0.5400, 6.7420], [4.5111, 1.9494, 0.9767], [-8.6917, -4.8551, -3.8568], [6.0700, 0.6898, 2.2251], [5.9401, -1.2060, 6.4079], [5.6888, -1.8351, 5.0531], [1.4841, 2.5631, 4.9299], [8.8745, -1.2631, -5.6623], [-0.9822, 2.0635, -0.4068], [-7.5286, 2.2435, -1.6896], [8.3283, -3.1509, -4.3840], [-4.4711, 1.1438, 1.2967], [-4.1088, -3.8155, 5.2655], [-4.9519, -0.9469, 1.3169], [-2.8448, -4.6729, 7.2974], [-6.0160, -6.0813, 0.3001], [-7.5988, -4.7485, -1.9876], [-9.0206, -2.6610, -3.0518], [2.0804, 1.7820, -2.7853], [6.1494, -1.2325, 4.2701], [1.1624, 2.5114, 2.6071], [10.5184, -3.7974, -3.5294], [-1.7779, 0.1248, -6.1601], [-0.5970, 0.0660, -3.1961], [0.1788, -0.5438, 8.3345], [6.4637, 2.6787, 0.3801], [9.3393, -3.5746, -5.7710], [-1.6966, 1.7585, -4.6750], [5.3824, -1.3398, -3.3888], [6.0317, 0.1874, -4.7498], [-5.9623, 2.6240, -2.4432], [-2.6058, 3.0760, -2.7456], [7.3580, -0.5992, -3.8862], [1.5569, 9.0147, -0.4095], [6.9974, -1.2280, 6.6748], [-3.3181, 4.9314, -3.7252], [5.0210, -2.0224, 7.6977], [-8.6976, 2.6038, -2.5830], [-1.8835, -5.7077, 6.2349], [5.5131, 1.5684, 0.7760], [-8.8830, 4.3660, -2.7719], [-6.0110, -2.1310, 0.5068], [-9.6264, 2.2337, -2.1449], [11.9394, -2.5882, -4.9473], [3.1972, -0.6405, -0.1047], [6.3892, -3.4688, 4.9290], [0.9682, -2.4593, 7.6957], [1.7750, -1.0815, -1.7665], [9.2141, -2.8629, -4.9542], [6.1602, 3.1011, -0.5793], [-2.0628, 0.4347, -5.0935], [5.4434, 0.8370, -0.0300], [-8.7906, -4.4178, -2.8623], [-7.6450, -4.2264, -1.0308], [2.7742, 4.4139, 3.1048], [1.4616, 6.5799, -0.3085], [-2.3889, -3.4134, 5.2578], [2.2294, 0.8180, -3.7943], [4.3812, -0.9557, -3.1881], [1.2373, 5.8799, 4.1373], [0.9584, 3.2602, 3.3744], [1.4416, 4.8635, 2.0335], [6.4641, 4.0177, 1.5563], [-6.0529, -4.3336, -2.7700], [-1.9814, -1.4171, -3.5827], [-2.3967, -6.6375, 0.7152], [1.0326, -0.1595, 0.1295], [0.6206, 8.5442, -0.1037], [2.0762, -0.1267, -0.8197], [-4.4722, -7.7979, -0.2114], [-1.3531, 1.6306, -2.9679], [0.5676, 7.1219, -0.6225], [-5.2761, -0.8994, 2.3585], [0.3172, -1.1214, 7.4196], [-3.3011, -6.0910, 0.4408], [6.3355, 1.1080, -2.6162], [6.3348, -0.2327, -3.7893], [-1.8277, 4.3093, -4.5658], [-3.1039, -4.2369, 5.2128], [-6.0599, 0.7784, 0.6121], [-4.5085, -6.9995, 0.5312], [5.3105, -2.0745, -4.1928], [-7.5795, 2.7654, -0.7326], [1.9885, -2.3025, 8.0515], [7.4873, 2.3142, 0.2826], [-0.1199, 3.4153, 3.4200], [-1.3291, 1.1028, -1.2567], [1.6925, 4.5438, 3.0467], [-8.5920, 2.1664, -3.5767], [5.6141, -0.1645, 6.3983], [-0.5222, -1.3336, -4.6925], [-2.8422, 3.3527, -1.6742], [5.9415, -2.2130, -1.9390], [-3.0496, -5.4776, -1.2118], [-3.6028, 2.6668, -3.1772], [0.1146, -3.3819, 8.9596], [10.3452, -2.0547, -3.2909], [-4.1099, -6.4598, 6.4594], [3.0829, 2.7556, -3.1191], [10.4246, -2.8397, -4.0443], [-7.5312, 1.1689, -1.4926], [0.5086, 4.0273, -2.1064], [2.4729, 1.3177, -1.3226], [-5.0290, 0.4277, 0.6895], [0.5629, 8.5762, 0.9851], [3.9037, 1.3768, -1.2689]],
  "forces_ev_per_a": [[0.163, 0.236, 0.043], [0.098, 0.051, 0.041], [-0.789, 1.470, 0.449], [-0.026, 0.040, 0.064], [1.145, 0.937, 0.227], [-0.023, -0.030, 0.054], [-0.052, 0.044, 0.016], [-0.036, -0.483, 0.363], [-0.085, -0.032, -0.214], [-0.677, -1.283, -0.895], [1.164, 6.072, -4.039], [1.348, 0.589, 1.531], [-0.087, 0.066, 0.103], [-0.063, -0.021, 0.134], [-0.124, 0.047, -0.143], [0.039, 0.149, -0.022], [-0.121, 0.003, 0.026], [0.293, 0.341, 0.667], [0.463, -1.811, -2.342], [0.117, -0.047, 0.078], [-0.084, 0.105, -0.121], [0.030, -2.502, 2.991], [0.897, -0.220, -0.202], [-0.033, -0.099, 0.010], [0.220, -0.031, 0.101], [0.084, 0.126, 0.098], [0.084, 0.003, 0.180], [0.085, 0.203, -0.274], [-0.049, 0.229, -0.023], [0.034, -0.036, 0.152], [0.279, -0.093, -0.294], [-0.926, 0.400, 0.994], [0.004, -0.092, -0.018], [0.100, 0.059, 0.057], [0.058, -0.129, -0.019], [0.066, -0.169, -0.045], [0.138, 0.189, 0.295], [-0.022, 0.026, -0.122], [0.054, -0.199, 0.213], [-0.153, -0.013, -0.169], [-0.007, 0.048, -0.041], [2.297, 1.057, -1.410], [0.014, -0.021, 0.115], [0.022, 0.104, 0.035], [-0.058, 0.047, -0.105], [-0.091, 1.354, 1.166], [0.898, 0.895, -0.908], [-0.065, -0.144, -0.081], [-0.030, -0.231, -0.162], [0.064, 0.151, 0.050], [0.766, -1.995, -0.469], [-0.130, 0.167, -0.229], [-0.046, -0.045, 0.094], [-0.516, 0.441, -0.156], [-0.322, 1.820, -0.388], [-0.336, 0.148, 0.188], [-0.081, -0.075, -0.052], [-0.143, -0.135, -0.011], [1.363, -0.736, 0.225], [-0.013, -0.067, 0.122], [-0.049, -0.286, 0.095], [-0.145, 0.016, -0.064], [0.058, 0.050, -0.188], [-0.007, 0.049, -0.031], [-0.025, -0.049, -0.069], [0.093, 0.048, 0.028], [0.017, 0.037, -0.021], [-2.054, 1.063, -1.409], [-0.016, -0.045, 0.039], [0.211, 0.153, -0.138], [0.701, 2.320, 1.368], [-0.026, -0.222, 0.134], [-0.094, -0.054, 0.108], [-0.140, -2.151, -0.851], [0.235, 0.109, 0.360], [0.006, -0.212, 0.078], [-0.001, 0.052, -0.160], [-0.121, 0.002, 0.108], [-0.054, 0.075, -0.010], [-0.006, -0.178, 0.036], [-0.489, 1.364, 2.500], [0.123, -0.026, 0.048], [0.028, 0.024, 0.047], [-0.106, 0.111, -0.379], [-0.128, -0.097, 0.085], [0.019, 0.068, 0.094], [-0.184, 0.059, -0.029], [0.294, 1.106, -1.236], [-0.120, -0.042, -0.011], [2.193, 0.662, -2.360], [0.243, -0.156, 0.086], [-0.373, -3.288, 2.300], [-0.029, 0.198, -0.025], [-6.821, -4.626, -1.099], [0.106, 0.020, -0.082], [-0.033, 0.030, -0.090], [0.308, 0.068, 0.065], [0.090, -0.107, 0.081], [0.368, -0.015, -0.187], [-0.001, -0.197, -0.052], [-0.432, -0.302, 1.257], [0.021, 0.176, 0.236], [0.047, -0.129, 0.024], [0.238, -0.127, 0.134], [0.060, 0.085, 0.036], [-0.015, 0.051, -0.152], [-0.122, 0.035, -0.023], [-0.124, 0.021, 0.104], [0.145, 0.017, 0.047], [0.778, 1.008, 0.395], [0.074, -0.181, -0.224], [0.099, 0.115, 0.110], [-0.039, -0.109, -0.069], [-1.314, 0.993, 0.111], [0.515, -0.407, -1.079], [0.056, -0.002, 0.068], [0.033, -0.011, 0.044], [2.195, 0.229, 0.632], [-0.088, -0.053, -0.003], [0.002, -0.028, -0.163], [-0.020, -0.068, -0.030], [-1.945, -1.637, 0.837], [-0.170, -0.060, 0.144], [-0.030, 0.032, -0.105], [0.283, -3.140, 0.084], [1.764, 0.998, 1.267], [0.061, 0.067, -0.104], [-0.106, -0.042, -0.125], [-3.239, -0.344, -0.554]],
  "molar_mass_g_mol": 1587.70,
  "relative_energy_kcal_mol": 7.79,
  "e_tot_ev": -386545.7188,
  "charge": -1,
  "e_homo_ev": -5.976,
  "homo_lumo_gap_ev": 7.6
}